# 1
{
  "formula": "C28H31ErN2O3PS",
  "method": "ωB97M-V/def2-TZVPD",
  "elements": ["Er", "S", "P", "O", "O", "O", "N", "N", "C", "C", "C", "C", "C", "C", "C", "C", "C", "C", "C", "C", "C", "C", "C", "C", "C", "C", "C", "C", "C", "C", "C", "C", "C", "C", "C", "C", "H", "H", "H", "H", "H", "H", "H", "H", "H", "H", "H", "H", "H", "H", "H", "H", "H", "H", "H", "H", "H", "H", "H", "H", "H", "H", "H", "H", "H", "H", "H"],
  "coordinates": [[9.94524, 11.27774, 11.82676], [7.29887, 10.65277, 10.79015], [9.93305, 8.50335, 10.88787], [5.96998, 11.19900, 10.84065], [7.89794, 10.46926, 12.22184], [8.34811, 11.51415, 10.05028], [9.22699, 13.64047, 12.25634], [11.40986, 12.32493, 10.18982], [10.93688, 11.68458, 14.86041], [10.35888, 14.58423, 11.99495], [7.24750, 9.03288, 10.11909], [12.23441, 12.07291, 15.28885], [6.05428, 8.68008, 9.59251], [9.48839, 7.01633, 13.10989], [9.82851, 12.42126, 15.40393], [11.30785, 13.99755, 16.45487], [10.01949, 13.63601, 16.11425], [11.44234, 5.09377, 12.67753], [10.86067, 8.16480, 9.31282], [10.74143, 10.52070, 13.99532], [10.69793, 13.48042, 9.56660], [12.40327, 13.16569, 16.08129], [12.96963, 8.08803, 8.17797], [10.59180, 4.95624, 13.73225], [8.24306, 8.02922, 10.35873], [10.28411, 7.06574, 11.95794], [10.24470, 7.60792, 8.17821], [5.73132, 7.31879, 9.52282], [12.26356, 8.41008, 9.31167], [12.38872, 7.42092, 7.09688], [11.03304, 7.15163, 7.13134], [10.86103, 14.72932, 10.49922], [7.99342, 6.69936, 10.12025], [11.27937, 6.12714, 11.78310], [6.69148, 6.34912, 9.78305], [9.59664, 5.90384, 13.95090], [12.29613, 4.34919, 12.48628], [8.64766, 7.64099, 13.29131], [10.33939, 15.59793, 9.98897], [8.46102, 13.87538, 11.63316], [10.09619, 15.54799, 12.31982], [13.39681, 13.30939, 16.48142], [11.66231, 11.63356, 9.45392], [12.82376, 7.12813, 6.10991], [8.78882, 12.02058, 15.23183], [11.47439, 15.01475, 16.83734], [5.31376, 9.45236, 9.38892], [11.99567, 6.24802, 10.96760], [12.30396, 12.64852, 10.51577], [9.18238, 7.60316, 8.10031], [6.43393, 5.30686, 9.59858], [11.18203, 14.31129, 12.62739], [13.05050, 11.41194, 15.04174], [14.08758, 8.23973, 8.21154], [11.91044, 14.98715, 10.55725], [10.63729, 6.59657, 6.28215], [11.14306, 13.62820, 8.55713], [4.71946, 6.98420, 9.30582], [8.88436, 13.77881, 13.22925], [10.73855, 4.15614, 14.44994], [9.87371, 9.90933, 14.20533], [9.64825, 13.18686, 9.39832], [8.77146, 6.00298, 10.28170], [12.76662, 8.85608, 10.19146], [11.62757, 9.87228, 13.86199], [9.19964, 14.21351, 16.45217], [8.90459, 5.83519, 14.80987]],
  "forces_ev_per_a": [[-0.3271, 0.3913, 1.0344], [1.0902, 1.8570, 1.6056], [0.2774, -0.5523, -1.0726], [1.0379, -0.3800, -0.4884], [-0.5584, 0.2651, -2.4411], [-1.2754, -1.7610, 1.2725], [0.3714, -0.0352, 0.0663], [-0.0251, -0.9769, -0.7342], [-0.8722, 0.4184, 1.2092], [0.1393, -0.7475, -1.1875], [1.6442, -1.0744, 0.5166], [-1.2284, -0.5877, -0.5156], [-1.9190, -0.6280, 0.0028], [0.0363, -2.0295, -0.0522], [-0.1113, -0.1686, -0.7265], [0.8872, 0.5846, -0.6793], [0.9992, -1.9458, -0.6673], [1.9988, -1.5517, -0.9514], [0.3459, 0.1857, 0.3183], [0.5720, 0.0011, -1.3798], [0.2591, 0.3988, -0.0225], [-0.4302, 0.8916, 0.7363], [2.6375, -0.3826, -0.3883], [-0.4665, -0.1504, 1.2179], [0.1269, 1.8964, 0.2366], [-0.1570, 1.0525, 0.7910], [0.9340, 0.3164, 0.5899], [0.1639, -0.2477, -0.2131], [-1.4047, -0.0018, 0.2997], [-0.4082, -0.1353, -0.8032], [-0.0446, 0.1614, -0.3148], [-1.5821, -0.1699, -0.5757], [-1.2964, 1.0014, 0.0860], [0.7051, 0.6323, -0.8900], [-0.3330, -0.3602, -0.7662], [-0.2525, 0.6763, 0.3658], [-1.4706, 1.1979, 0.4667], [-0.3404, 0.9311, -0.0610], [0.5345, -1.0175, 0.6594], [-0.2075, -0.0201, 0.0353], [-0.4245, 1.3974, 0.3810], [0.0511, 0.5523, -0.0283], [-0.3782, 0.5048, 0.5415], [0.5323, 0.4021, 1.4224], [1.1093, 0.5070, 0.1211], [0.1012, -0.7634, 0.3706], [0.0524, -0.3181, 0.1015], [-0.3283, -0.1770, 0.0662], [0.5199, 0.2113, 0.2650], [-0.5364, -0.4375, 0.0591], [0.0266, 0.1713, 0.3407], [0.4646, -0.4952, 0.3526], [0.2653, 0.0535, -0.0365], [-1.3553, 0.0014, -0.2957], [0.2824, 0.1401, -0.0643], [-0.3538, 0.3345, 0.2364], [-0.3254, 0.4209, 0.7183], [0.2017, 0.2782, -0.2328], [0.4162, -0.1526, -0.8147], [-0.1418, -0.0404, -0.1503], [-0.3195, -0.2056, 0.3652], [0.4083, 0.2732, 0.2192], [0.5034, -0.8250, 0.0484], [-0.3202, -0.3709, -0.5771], [-0.2972, 0.2367, 0.3872], [-0.7678, 0.4613, 0.1771], [0.5636, -0.0954, -0.5536]],
  "mulliken_spin": [3.041, -0.001, -0.014, 0.000, -0.005, -0.002, -0.003, -0.004, 0.004, 0.001, -0.002, -0.003, 0.000, 0.000, -0.005, -0.003, 0.002, 0.000, 0.000, -0.009, 0.002, 0.002, 0.000, 0.000, 0.001, 0.000, 0.000, 0.000, 0.000, 0.000, 0.000, -0.001, 0.000, 0.000, 0.000, 0.000, 0.000, 0.000, 0.000, 0.000, 0.000, 0.000, 0.000, 0.000, 0.000, 0.000, 0.000, 0.000, 0.001, 0.000, 0.000, 0.000, 0.000, 0.000, 0.000, 0.000, 0.000, 0.000, 0.000, 0.000, -0.001, 0.000, 0.000, 0.000, -0.001, 0.000, 0.000],
  "orbital_gap_ev": [6.94, 6.92],
  "lumo_energy_ha": [-0.094, -0.094],
  "spin_multiplicity": 4,
  "homo_ha": [-0.3491, -0.3481],
  "charge": 1,
  "s2": 3.75
}

=====

# 2
{
  "formula": "C28H31IN3O2",
  "method": "ωB97M-V/def2-TZVPD",
  "elements": ["I", "O", "O", "N", "N", "N", "C", "C", "C", "C", "C", "C", "C", "C", "C", "C", "C", "C", "C", "C", "C", "C", "C", "C", "C", "C", "C", "C", "C", "C", "C", "C", "C", "C", "H", "H", "H", "H", "H", "H", "H", "H", "H", "H", "H", "H", "H", "H", "H", "H", "H", "H", "H", "H", "H", "H", "H", "H", "H", "H", "H", "H", "H", "H", "H"],
  "coordinates": [[-2.61971, -2.95745, -4.87127], [-0.99245, -3.36591, -2.44764], [-3.38475, -1.23881, -0.19154], [-0.20238, -0.64994, -2.27537], [-4.36344, 0.01171, 1.51017], [1.02616, -0.51114, -1.80305], [-1.14968, 1.07499, 5.06436], [3.93584, -4.16981, -6.00437], [1.10460, -0.45593, 5.60418], [-3.43894, -0.23592, 0.47492], [-5.70564, 0.24323, 0.94824], [2.53696, -2.62297, -7.20268], [0.61513, 0.42322, 6.56089], [-1.29718, -0.21866, -1.66722], [-0.66111, 0.19458, 4.10860], [2.91611, -4.39007, -5.09008], [2.77510, 3.04687, 1.37863], [-0.31506, -1.36618, -3.55520], [0.06084, 0.58065, 0.08415], [-2.43974, 0.89013, 0.27134], [-1.20745, 0.42556, -0.43545], [3.52340, 5.32609, 1.35786], [1.90429, 4.60498, 2.98585], [-4.31681, -1.05267, 2.53044], [-1.15091, -2.62696, -3.35868], [3.74533, -3.28982, -7.06106], [1.94452, 3.32253, 2.45719], [3.56688, 4.04443, 0.82805], [2.69302, 5.60539, 2.43499], [1.51862, -2.83573, -6.28405], [1.70616, -3.72497, -5.23284], [-0.51205, 1.18809, 6.29097], [1.14655, 0.10101, -0.65212], [0.46582, -0.57040, 4.37821], [-0.89550, 1.87089, 7.03734], [2.38868, -1.93958, -8.02834], [-6.37095, 0.51494, 1.76269], [-6.10327, -0.63820, 0.43861], [-2.24768, -0.39803, -2.14446], [-2.91793, 1.69853, -0.28922], [1.98164, -1.05333, 5.81444], [3.05954, -5.08701, -4.27485], [4.21892, 3.82442, -0.00721], [0.84684, -1.26077, 3.63504], [2.15571, 0.20906, -0.28360], [4.53904, -3.12664, -7.77784], [-5.67161, 1.08041, 0.25197], [1.33942, 2.53822, 2.89952], [0.22110, 1.06246, 1.03994], [2.82087, 2.04149, 0.97551], [-2.02922, 1.67176, 4.85558], [0.56739, -2.32862, -6.40490], [-3.73236, -0.69768, 3.37889], [-2.18553, 1.31153, 1.24203], [1.11126, 0.51089, 7.51815], [0.69120, -1.66579, -3.84705], [2.66515, 6.60420, 2.84976], [4.87802, -4.69069, -5.89792], [-3.86933, -1.97110, 2.15242], [4.13991, 6.10726, 0.93354], [0.90302, -3.92279, -4.53149], [-0.71921, -0.69838, -4.30962], [-1.16536, 0.10150, 3.15252], [1.26616, 4.82175, 3.83242], [-5.31396, -1.29084, 2.88970]],
  "forces_ev_per_a": [[0.1619, 0.0235, 0.0709], [-0.0236, 0.2346, -0.0450], [-0.0228, 0.0281, 0.0889], [0.1414, 0.0298, 0.1083], [-0.2953, -0.0239, 0.0157], [-0.0933, -0.1843, -0.2929], [-0.0656, 0.0475, -0.0654], [0.0044, 0.0004, -0.0037], [0.0055, 0.0321, 0.0329], [0.1068, -0.1337, -0.1419], [0.0579, -0.0288, 0.1015], [0.0157, 0.0676, 0.0195], [-0.0140, -0.0030, -0.0316], [0.0407, 0.0527, 0.1371], [0.0485, 0.0405, -0.0046], [0.0016, -0.0064, 0.0199], [-0.0523, -0.0561, 0.0191], [0.1496, 0.1628, -0.0407], [-0.3205, -0.0139, -0.1360], [0.2915, 0.1538, 0.0305], [0.1881, 0.2198, 0.1394], [-0.0113, 0.0079, 0.0002], [-0.0097, 0.0137, 0.0000], [0.1322, 0.0223, 0.2194], [-0.1780, -0.3483, -0.0571], [0.0028, 0.0037, 0.0052], [-0.0210, -0.0454, -0.0293], [-0.0290, 0.0147, -0.0181], [0.0036, -0.0049, -0.0013], [-0.0494, -0.0692, 0.0360], [-0.0161, 0.0308, -0.0196], [0.0376, -0.0082, 0.0220], [0.0228, 0.0731, 0.2411], [0.0162, -0.0204, -0.1096], [0.0041, 0.0026, 0.0075], [-0.0038, -0.0049, -0.0088], [-0.0213, 0.0362, 0.0200], [-0.0080, -0.0363, -0.0432], [0.0157, -0.0649, -0.1672], [-0.1212, -0.0208, -0.0056], [0.0022, -0.0017, 0.0079], [-0.0040, -0.0013, 0.0022], [0.0083, -0.0007, 0.0034], [-0.0136, -0.0168, 0.0138], [0.0857, -0.0516, -0.0846], [0.0025, 0.0012, -0.0031], [-0.0115, 0.0165, -0.0509], [0.0214, -0.0055, 0.0413], [0.0291, 0.0304, 0.0198], [0.0562, -0.0024, 0.0250], [-0.0032, -0.0084, 0.0052], [-0.0067, -0.0102, -0.0453], [0.0226, -0.0827, 0.0593], [-0.0142, 0.0199, 0.0232], [0.0018, 0.0007, 0.0043], [0.0202, -0.0189, -0.0086], [0.0006, 0.0050, 0.0010], [0.0043, -0.0028, -0.0016], [-0.0704, -0.0639, -0.0680], [0.0057, 0.0029, 0.0027], [0.0285, -0.0740, -0.0201], [-0.1265, 0.0082, 0.0207], [-0.0324, -0.0472, 0.0051], [-0.0058, 0.0002, 0.0017], [-0.0927, 0.0779, -0.0678]],
  "nbo_charge": [0.136, -0.470, -0.546, -0.067, -0.533, -0.143, -0.154, -0.201, -0.208, 0.758, -0.407, -0.212, -0.196, 0.115, -0.264, -0.226, -0.163, -0.366, -0.132, -0.554, 0.030, -0.202, -0.196, -0.422, 0.428, -0.199, -0.255, -0.234, -0.204, -0.242, -0.184, -0.228, 0.045, -0.210, 0.222, 0.220, 0.222, 0.193, 0.263, 0.274, 0.222, 0.220, 0.216, 0.208, 0.243, 0.222, 0.201, 0.209, 0.262, 0.170, 0.204, 0.200, 0.208, 0.264, 0.224, 0.304, 0.222, 0.222, 0.209, 0.222, 0.184, 0.254, 0.183, 0.218, 0.219],
  "orbital_gap_ev": 6.99,
  "lumo_energy_ha": -0.167,
  "homo_ha": -0.4245,
  "charge": 1
}